1.
DFT (ωB97M-V/def2-TZVPD) results for 2 unconnected molecules or ions with the total composition C2HNOS.

Last column: Löwdin charge in e.
Element x y z (Å)
C (-0.6984, 0.9703, -1.4265)  -0.429
C (0.7071, -1.3314, 1.5079)  -0.561
N (-1.6542, 1.4315, -1.8628)  0.133
O (0.4509, 0.7297, -0.9415)  0.074
S (0.5895, -2.2125, 2.7324)  0.720
H (0.6051, 0.4124, -0.0096)  0.062

Cartesian forces (eV/Å) of the 2 atoms listed first:
0.0 0.8 1.0
0.0 0.3 0.0

## Properties
- LUMO level (eV) = -0.94
- HOMO level (hartree) = -0.394

---

2.
DFT (ωB97M-V/def2-TZVPD) results for a single C5H8O2 molecule.

Last column: Löwdin charge in e.
Element x y z (Å)
O (2.3251, 0.5499, 0.2816)  -0.058
C (1.4723, -0.5475, 0.0193)  -0.236
C (0.1014, -0.1933, 0.5632)  -0.219
C (-0.5844, 1.0776, -0.0023)  -0.121
C (-1.8505, 0.2612, -0.3738)  -0.075
C (-1.0675, -1.0004, -0.0121)  -0.368
O (-1.2346, -2.1734, -0.2136)  0.111
H (3.1912, 0.3545, -0.0949)  0.091
H (1.8342, -1.4670, 0.5015)  0.128
H (1.3980, -0.7480, -1.0628)  0.132
H (0.1130, -0.2095, 1.6594)  0.158
H (-0.7365, 1.8819, 0.7196)  0.109
H (-0.0539, 1.4801, -0.8696)  0.114
H (-2.2033, 0.3093, -1.4086)  0.116
H (-2.7042, 0.4244, 0.2930)  0.119

Cartesian forces (eV/Å) of the 2 atoms listed first:
0.3 0.0 -0.1
-0.3 -0.3 -0.1

## Properties
- LUMO level (eV) = 0.82
- HOMO level (hartree) = -0.351

---

3.
DFT (ωB97M-V/def2-TZVPD) results for a gas-phase ion, C3H5O4S (charge -1).

Last column: Löwdin charge in e.
Element x y z (Å)
C (-1.2639, -0.1825, 0.8338)  -0.088
C (0.1642, -0.4815, 1.4756)  -0.057
C (-0.0788, 0.5028, 0.3517)  -0.510
O (1.5244, -1.4030, -1.2160)  -0.401
O (-0.5025, -0.8192, -2.3772)  -0.390
O (1.2942, 0.8486, -2.0669)  -0.424
O (0.0990, 1.8075, 0.0891)  -0.019
S (0.5741, -0.3461, -1.5226)  0.499
H (-1.5503, -0.7912, 0.0011)  0.078
H (-1.9380, 0.3941, 1.4595)  0.096
H (0.3917, -0.0099, 2.4280)  0.087
H (0.6188, -1.4232, 1.2451)  0.070
H (0.6672, 1.9035, -0.7013)  0.060

Cartesian forces (eV/Å) of the 2 atoms listed first:
1.2 0.5 0.8
-1.0 1.6 -0.9

## Properties
- LUMO level (eV) = 4.00
- HOMO level (hartree) = -0.177
- total charge = -1

---

4.
DFT (ωB97M-V/def2-TZVPD) results for a single C2HBrCl2OS molecule.

Last column: Löwdin charge in e.
Element x y z (Å)
C (-0.6094, -0.3095, 0.0434)  -0.322
C (0.8649, -1.2374, 0.1609)  -1.203
O (-1.8680, 1.8172, 0.6943)  -0.528
S (-0.5384, 1.3044, 0.7101)  0.586
Cl (0.8398, -2.7901, -0.4599)  0.654
Cl (0.2645, 2.2654, -1.1630)  0.076
Br (2.4519, -0.3302, 0.3848)  0.743
H (-1.4053, -0.7197, -0.3707)  -0.007

Cartesian forces (eV/Å) of the 2 atoms listed first:
9.9 -1.3 2.7
-6.2 4.3 -1.0

## Properties
- LUMO level (alpha / beta) (eV) = -2.08 / -1.59
- HOMO level (alpha / beta) (hartree) = -0.337 / -0.353

---

5.
DFT (ωB97M-V/def2-TZVPD) results for 3 unconnected molecules or ions with the total composition C5H17NO3S.

Last column: Löwdin charge in e.
Element x y z (Å)
C (0.4489, 2.0789, 1.3901)  -0.044
C (0.0035, 0.6602, 0.9004)  -0.369
C (0.1006, -0.4766, 1.9695)  -0.234
C (0.3465, -1.8671, 1.4063)  -0.528
S (-1.2367, -2.6335, 0.8424)  0.695
N (-1.3672, 0.7963, 0.4077)  -0.026
C (-1.7820, 0.2436, -0.8327)  -0.328
O (-1.9438, 1.2189, -1.8569)  -0.062
H (0.9207, 2.6528, 0.5967)  0.064
H (-0.4944, 2.6388, 1.4764)  0.070
H (1.0482, 2.0701, 2.3044)  0.069
H (0.6885, 0.4544, 0.0781)  0.122
H (-0.7323, -0.3659, 2.6553)  0.106
H (0.9610, -0.2174, 2.6065)  0.106
H (1.1464, -1.9725, 0.6709)  0.060
H (0.7518, -2.5186, 2.1850)  0.064
H (-0.9274, -3.9519, 0.9123)  -0.148
H (-2.0570, 0.8580, 1.1356)  0.118
H (-2.6691, -0.4161, -0.8704)  0.115
H (-0.9788, -0.4207, -1.1784)  0.088
H (-2.6100, 1.8524, -1.5974)  0.068
H (2.0450, -1.7796, -2.4482)  0.029
H (1.0096, -0.9573, -1.7528)  -0.010
O (1.2285, -1.8770, -1.9559)  -0.063
H (2.3980, 0.9204, -3.6007)  0.051
H (1.7580, 1.9654, -2.6879)  0.025
O (1.9436, 1.0442, -2.7562)  -0.038

Cartesian forces (eV/Å) of the 2 atoms listed first:
-1.2 -0.3 0.0
-0.2 0.4 0.5

## Properties
- LUMO level (eV) = 0.52
- HOMO level (hartree) = -0.319

---

6.
DFT (ωB97M-V/def2-TZVPD) results for a single CH2ClFP2 molecule.

Last column: Löwdin charge in e.
Element x y z (Å)
C (-0.9646, -0.1056, -0.5229)  -0.976
F (2.5347, 0.2768, -0.6870)  -0.501
P (0.1438, -1.1794, 0.4995)  0.473
P (1.3941, 0.5897, 0.4835)  0.620
Cl (-2.2113, 0.9326, 0.1131)  0.468
H (-0.5817, 0.1678, -1.6102)  0.042
H (-0.3151, -0.6819, 1.7240)  -0.125

Cartesian forces (eV/Å) of the 2 atoms listed first:
2.3 1.2 -1.2
-1.0 0.0 0.9

## Properties
- LUMO level (alpha / beta) (eV) = -0.69 / -0.98
- HOMO level (alpha / beta) (hartree) = -0.307 / -0.305

---

Looking at energy relative to the best compared isomer or geometry (same formula, charge and spin) for the records above, in order, we have 66.3; 27.4; 58.0; 28.3; 12.2; 42.4 kcal/mol.